(1)
ORCA calculation (ωB97M-V/def2-TZVPD) on 2 unconnected molecules or ions with the total composition C5H10O at a distorted geometry.

Each line ends with the Mulliken charge.
Geometry (Å):
C -2.0926 -1.7235 2.0382  -0.93
C -1.2767 -1.9858 0.8023  -0.03
C -1.0345 -1.0830 -0.1950  -0.08
C 0.1094 -0.9945 -1.0599  0.00
C 0.3642 0.1673 -1.7130  -0.63
H -3.0539 -1.3508 1.6709  0.34
H -2.2467 -2.7196 2.4373  0.31
H -1.7614 -1.0081 2.7859  0.35
H -1.0430 -3.0337 0.6183  0.38
H -1.7166 -0.2886 -0.5032  0.37
H 0.8906 -1.7485 -1.0105  0.36
H 1.0547 0.3046 -2.5359  0.30
H -0.1140 1.0892 -1.4007  0.27
H 3.7658 5.1853 0.0069  0.33
H 4.4851 4.6370 -1.2318  0.33
O 3.6697 4.5526 -0.7099  -0.66

Forces on the atoms, in the same order (eV/Å):
-0.28 -1.00 -1.31
-0.74 -0.20 0.73
1.07 1.46 -1.91
-0.10 -0.97 1.30
-0.17 0.86 -0.41
-0.18 0.11 0.06
-0.21 0.23 0.70
0.50 0.02 -0.18
0.73 0.17 0.18
-0.28 0.14 1.20
-0.26 -0.30 -0.41
0.42 -0.37 0.31
-0.47 -0.11 -0.26
0.04 0.06 0.02
-0.41 0.00 0.29
0.35 -0.09 -0.32

Calculated values
2S+1 = 2
largest force on an atom = 2.63 eV/Å
HOMO-LUMO gap (alpha / beta) = 8.10 / 6.01 eV
total charge = +1
ΔE to the lowest compared entry with this formula, charge and spin = 9.7 kcal per mole
E_LUMO (alpha / beta) = -5.5 / -7.6 eV
<S²> = 0.7881
E_tot = -7384.343 eV

***

(2)
ORCA calculation (ωB97M-V/def2-TZVPD) on a molecular structure, C5H10O2.

Each line ends with the Mulliken charge.
Geometry (Å):
O 2.6035 -0.2138 -1.1288  -0.53
C 1.7686 -0.8631 -0.2011  -0.52
C 0.4208 -0.2089 -0.0827  0.48
C -0.7567 -0.7853 0.6622  -0.62
C -1.7504 -0.1783 -0.3558  -0.86
C -0.6364 1.7648 0.2524  -0.47
O 0.5223 1.1579 0.0209  -0.38
H 2.5171 0.7350 -0.9664  0.34
H 2.2426 -0.9196 0.7961  0.26
H 1.6290 -1.8911 -0.5505  0.29
H -0.6120 -0.0042 -1.0781  0.29
H -0.8647 -0.4618 1.7054  0.25
H -0.7459 -1.8803 0.6494  0.29
H -2.6370 0.3611 -0.0234  0.27
H -2.0780 -0.9611 -1.0515  0.36
H -1.1531 1.5524 1.1842  0.27
H -0.6398 2.7975 -0.0892  0.30

Forces on the atoms, in the same order (eV/Å):
0.07 0.25 0.03
-0.21 -0.24 0.16
0.11 -0.16 0.14
0.07 0.00 -0.02
-0.35 -0.10 0.09
-0.02 0.18 0.16
-0.01 -0.01 -0.04
0.07 -0.12 -0.10
-0.03 0.02 -0.14
0.00 0.12 0.06
0.07 0.05 -0.08
0.01 -0.01 -0.15
0.02 0.17 -0.01
0.10 -0.07 -0.04
0.09 0.12 0.10
0.03 -0.06 -0.16
-0.02 -0.14 0.01

Calculated values
largest force on an atom = 0.37 eV/Å
HOMO-LUMO gap (alpha / beta) = 8.41 / 8.41 eV
ΔE to the lowest compared entry with this formula, charge and spin = 155.1 kcal per mole
E_LUMO (alpha / beta) = 0.7 / 0.7 eV
E_tot = -9436.319 eV

***

(3)
ORCA calculation (ωB97M-V/def2-TZVPD) on C5H10O2 in the gas phase.

Each line ends with the Mulliken charge.
Geometry (Å):
C -1.8455 1.2604 -1.3974  -0.71
O -1.3415 0.0815 -0.8230  -0.31
C 0.0611 0.0727 -0.6938  -0.81
C 0.4249 -0.8230 0.4923  0.59
C 1.9293 -0.9909 0.6483  -1.48
C -0.2075 -0.2333 1.7383  -0.14
O 0.4168 0.1209 2.7117  -0.50
H -1.5744 2.1421 -0.7950  0.31
H -2.9337 1.1659 -1.4194  0.25
H -1.4758 1.4111 -2.4228  0.29
H 0.4447 1.0918 -0.5158  0.39
H 0.5364 -0.3026 -1.6146  0.37
H -0.0659 -1.7911 0.3118  0.26
H 2.1607 -1.6194 1.5127  0.36
H 2.3694 -1.4479 -0.2444  0.42
H 2.4093 -0.0212 0.8168  0.33
H -1.3083 -0.1171 1.6941  0.38

Forces on the atoms, in the same order (eV/Å):
-0.15 0.24 -0.13
-0.03 -0.04 0.03
0.23 0.00 0.04
0.05 -0.02 0.02
0.08 -0.02 -0.01
0.16 0.09 0.27
-0.25 -0.17 -0.39
-0.05 -0.14 -0.11
0.16 0.04 -0.04
-0.05 -0.05 0.13
-0.08 -0.13 -0.01
-0.07 0.06 0.13
0.06 0.11 0.06
-0.03 0.10 -0.14
-0.09 0.07 0.12
-0.06 -0.14 -0.03
0.12 -0.01 0.06

Calculated values
largest force on an atom = 0.50 eV/Å
HOMO-LUMO gap = 10.44 eV
ΔE to the lowest compared entry with this formula, charge and spin = 41.4 kcal per mole
SMILES string = COC[C@@H](C)C=O
E_LUMO = 0.9 eV
E_tot = -9441.246 eV

***

(4)
ORCA calculation (ωB97M-V/def2-TZVPD) on C5H10O2 in the gas phase.

Each line ends with the Mulliken charge.
Geometry (Å):
C 1.2147 -0.9265 -1.0906  -1.12
C 0.3286 0.3088 -1.2644  -0.38
C -1.0623 0.1097 -0.6494  -0.85
C -1.0313 -0.2741 0.8292  -0.34
C -0.2910 0.7749 1.6191  0.48
O -0.5578 1.9466 1.6374  -0.56
O 0.7422 0.2766 2.3455  -0.46
H 1.8100 -1.1071 -1.9907  0.37
H 1.9299 -0.8346 -0.2725  0.25
H 0.6331 -1.8433 -0.9711  0.30
H 0.7297 1.1907 -0.7607  0.32
H 0.2216 0.5099 -2.3256  0.36
H -1.6898 0.9949 -0.7753  0.33
H -1.5809 -0.6893 -1.1905  0.36
H -0.5775 -1.2444 1.0149  0.27
H -2.0587 -0.2456 1.1907  0.34
H 1.2394 1.0528 2.6539  0.33

Forces on the atoms, in the same order (eV/Å):
0.48 -0.10 -0.43
-0.57 -0.22 0.54
-0.15 -0.38 -0.46
0.04 0.48 0.16
0.05 -0.06 0.32
0.01 0.09 -0.18
0.10 0.14 -0.38
0.04 0.16 0.07
-0.20 -0.09 0.13
-0.08 0.09 0.21
0.41 0.01 -0.32
-0.06 0.30 -0.08
0.21 0.10 0.06
0.03 -0.04 0.06
-0.12 -0.05 -0.07
-0.02 -0.27 0.15
-0.16 -0.14 0.20

Calculated values
largest force on an atom = 0.82 eV/Å
HOMO-LUMO gap = 11.34 eV
ΔE to the lowest compared entry with this formula, charge and spin = 8.2 kcal per mole
SMILES string = CCCCC(=O)O
E_LUMO = 0.8 eV
E_tot = -9442.687 eV

***

The highest E_tot belongs to which entry?
C5H10O